Run 1
2 unconnected molecules or ions with the total composition C6H10S. Source: the Open Molecules 2025 dataset; level of theory: ωB97M-V/def2-TZVPD.

Properties
HOMO level: -8.350 eV
E_LUMO: -2.42 eV
Orbital gap: 5.93 eV

```
17
Properties=species:S:1:pos:R:3:nbo_charge:R:1
H 1.616 -0.563 1.896 0.1986
C -0.081 0.969 0.888 -0.3759
H 0.072 0.457 -4.398 0.1059
C -0.526 0.299 -1.366 0.0899
H 0.439 1.300 1.658 0.2143
H 0.551 -2.245 1.985 0.2143
H 1.189 1.678 -0.887 0.2582
C -0.316 -0.513 0.909 -0.2032
S -1.055 1.136 -4.350 -0.3960
H 0.280 -0.938 3.092 0.2189
C 0.191 -0.638 -0.504 -0.3061
H -1.258 -0.928 1.027 0.1985
H -1.075 1.469 0.813 0.2026
H -1.633 0.376 -1.488 0.2247
H 0.572 -1.626 -0.796 0.2458
C 0.465 0.931 -0.545 -0.2931
C 0.570 -1.166 2.066 -0.5975
```



Run 2
A single C6H10S molecule. Source: the Open Molecules 2025 dataset; level of theory: ωB97M-V/def2-TZVPD.

Properties
SMILES: C[C@@H]1C[C@@H]2S[C@@H]2C1
HOMO level: -8.611 eV
E_LUMO: 1.06 eV
Orbital gap: 9.67 eV

```
17
Properties=species:S:1:pos:R:3:nbo_charge:R:1
H -0.743 1.403 1.685 0.2191
H -2.361 2.578 -0.401 0.2108
H 0.182 -0.719 2.205 0.2366
H 0.010 -2.306 0.000 0.2321
S 1.890 -0.832 0.364 0.1108
C -1.336 0.616 -0.285 -0.2073
H 0.433 1.710 0.343 0.2161
H -1.045 2.229 -1.605 0.2028
C -1.897 1.788 -1.057 -0.6056
C -0.295 0.950 0.803 -0.4229
C 0.201 -1.241 -0.028 -0.3145
C -0.526 -0.441 -1.109 -0.4274
H -1.055 -1.156 -1.794 0.2217
H -2.672 1.577 -1.771 0.2158
H -2.171 0.144 0.195 0.1953
C 0.333 -0.369 1.177 -0.3005
H 0.291 0.035 -1.689 0.2170
```



Stability check: which of them is most stable? run 2.



Run 1
5 unconnected molecules or ions with the total composition H11NO4. Source: the Open Molecules 2025 dataset; level of theory: ωB97M-V/def2-TZVPD.

Properties
SMILES: N.O.O.O.O
HOMO level: -10.944 eV
E_LUMO: 0.59 eV
Orbital gap: 11.53 eV

```
16
Properties=species:S:1:pos:R:3:nbo_charge:R:1
N 1.907 0.524 0.302 -1.1136
O 0.603 -1.944 1.149 -1.0032
O -1.585 1.647 -0.169 -0.9757
O -2.118 -0.962 1.059 -0.9696
H 1.257 -2.639 1.240 0.4790
H -2.506 -1.579 0.433 0.4725
H 2.913 0.433 0.242 0.3684
H -0.340 1.637 -2.209 0.4924
H -2.071 0.997 0.377 0.4995
H 1.699 1.477 0.580 0.3702
O 0.092 0.772 -2.164 -0.9628
H -0.722 1.226 -0.250 0.4600
H 1.099 -1.103 1.081 0.5050
H -1.159 -1.075 0.990 0.4983
H 1.547 0.457 -0.651 0.3957
H -0.615 0.131 -2.009 0.4837
```



Run 2
5 unconnected molecules or ions with the total composition H11NO4. Source: the Open Molecules 2025 dataset; level of theory: ωB97M-V/def2-TZVPD.

Properties
SMILES: N.O.O.O.O
HOMO level: -10.291 eV
E_LUMO: 0.60 eV
Orbital gap: 10.89 eV

```
16
Properties=species:S:1:pos:R:3:nbo_charge:R:1
O -1.052 2.110 -0.862 -0.9635
H -1.404 2.339 -1.726 0.4811
H 0.485 -2.948 -0.474 0.3829
H -2.103 1.435 2.392 0.4701
H 1.366 0.285 -0.598 0.4539
H 1.549 -0.995 -1.441 0.5040
H 1.759 -3.830 -1.168 0.3751
N 1.040 -3.153 -1.279 -1.1150
H -0.185 1.696 -1.009 0.4844
H -1.748 1.338 0.998 0.4801
H -0.331 0.239 1.441 0.4718
O -0.011 -0.593 1.858 -0.9478
O 1.497 -0.017 -1.499 -0.9721
O -1.396 1.736 1.806 -0.9332
H 0.875 -0.129 2.028 0.4561
H 0.474 -3.285 -2.097 0.3720
```



Stability check: which of them is most stable? run 1.



Run 1
2 unconnected molecules or ions with the total composition C2H6OP2S3. Source: the Open Molecules 2025 dataset; level of theory: ωB97M-V/def2-TZVPD.

Properties
SMILES: C[P@@]1(=O)CS1.S=PS
HOMO level: -8.990 eV
E_LUMO: -1.28 eV
Orbital gap: 7.71 eV

```
14
Properties=species:S:1:pos:R:3:nbo_charge:R:1
P -2.665 -0.405 -0.789 0.6345
S -1.478 1.038 -1.325 -0.4981
C 1.738 -0.163 -1.583 -0.8449
H -0.382 0.908 1.120 0.2561
C 0.635 0.730 1.342 -0.9601
O -0.137 -1.523 0.135 -1.1008
H 1.284 1.715 1.252 0.2520
H 1.381 -0.959 -2.261 0.2510
S 2.850 -1.017 -0.413 -0.1064
H 0.845 0.310 2.272 0.2550
S -3.564 0.233 0.983 -0.3066
H 1.969 0.750 -2.085 0.2477
H -3.380 -1.141 1.345 0.1738
P 0.905 -0.477 0.006 1.7466
```



Run 2
A molecular structure, C2H6OP2S3. Source: the Open Molecules 2025 dataset; level of theory: ωB97M-V/def2-TZVPD.

Properties
HOMO level: -8.677 eV
E_LUMO: -2.10 eV
Orbital gap: 6.57 eV

```
14
Properties=species:S:1:pos:R:3:nbo_charge:R:1
H -1.297 1.817 -1.157 0.3097
H -0.175 1.117 1.915 0.2860
C -1.814 0.783 -0.955 -1.0221
H 1.620 -2.205 -0.828 0.1510
P 1.723 0.245 0.157 1.4534
H 0.284 -0.549 2.209 0.2823
O 1.015 0.435 -1.148 -1.1300
H -2.898 0.902 -0.654 0.2716
S 2.418 -1.799 0.164 -0.3107
C 0.139 0.149 1.446 -1.1110
S -1.361 -2.301 -0.016 -0.3017
S 3.123 1.531 0.626 -0.5221
P -0.982 -0.367 0.164 1.3506
H -1.795 0.243 -1.922 0.2929
```



Stability check: which of them is most stable? run 2.



Run 1
2 unconnected molecules or ions with the total composition BrH2NOS. Source: the Open Molecules 2025 dataset; level of theory: ωB97M-V/def2-TZVPD.

Properties
HOMO level: -9.974 eV
E_LUMO: -1.20 eV
Orbital gap: 8.78 eV

```
6
Properties=species:S:1:pos:R:3:nbo_charge:R:1
H -1.961 -0.288 0.813 0.4624
O -1.655 0.163 0.061 -0.9274
H -2.433 0.189 -0.431 0.4660
Br 2.447 -1.790 -0.008 -0.3291
S 1.705 0.378 0.295 0.9601
N 1.898 1.348 -0.730 -0.6320
```



Run 2
A single BrH2NOS molecule. Source: the Open Molecules 2025 dataset; level of theory: ωB97M-V/def2-TZVPD.

Properties
HOMO level: -10.263 eV
E_LUMO: -0.69 eV
Orbital gap: 9.57 eV

```
6
Properties=species:S:1:pos:R:3:nbo_charge:R:1
S -1.627 1.056 0.519 1.3845
H -0.364 -0.909 0.430 0.4125
O -1.558 2.247 -0.425 -0.8514
N -0.426 0.033 0.088 -1.0541
H -0.419 -0.252 -0.977 0.4071
Br -3.391 -0.363 -0.071 -0.2985
```



Run 3
A single BrH2NOS molecule. Source: the Open Molecules 2025 dataset; level of theory: ωB97M-V/def2-TZVPD.

Properties
HOMO level: -9.772 eV
E_LUMO: -0.87 eV
Orbital gap: 8.90 eV

```
6
Properties=species:S:1:pos:R:3:nbo_charge:R:1
N -0.410 0.298 -0.836 -1.0106
H -0.742 1.221 -1.166 0.4129
S 0.857 0.281 0.314 1.0764
H -1.064 -0.420 -0.599 0.4008
Br 0.901 -1.892 0.209 -0.0622
O 0.458 0.511 2.078 -0.8174
```



Stability check: which of them is most stable? run 2.



Run 1
A single C11H15ClSi molecule. Source: the Open Molecules 2025 dataset; level of theory: ωB97M-V/def2-TZVPD.

Properties
SMILES: C/C=C/[Si@H](Cl)c1c(C)cccc1C
HOMO level: -8.973 eV
E_LUMO: 0.74 eV
Orbital gap: 9.72 eV

```
28
Properties=species:S:1:pos:R:3:nbo_charge:R:1
H 3.373 -2.363 1.896 0.2165
C 2.966 -0.423 1.752 -0.1100
H 3.015 -1.671 3.468 0.2325
C 1.874 -0.520 0.944 -0.7109
C -1.535 0.685 -2.018 -0.0209
C -3.711 0.941 -1.055 -0.1941
C -1.356 0.992 1.805 -0.6400
Si 1.319 0.926 -0.174 1.2653
H -3.774 1.238 1.058 0.2065
C -1.814 0.954 0.348 -0.0474
H 1.439 -1.573 0.889 0.2261
H 2.223 0.960 -1.266 -0.1878
H -0.356 1.698 -3.428 0.2263
H -1.201 0.027 -3.969 0.2158
C -0.625 0.669 -3.215 -0.6243
C -3.184 1.190 0.134 -0.2198
C -2.849 0.730 -2.144 -0.2410
H -0.507 0.341 1.839 0.2194
H 3.442 0.536 1.821 0.1952
Cl 1.612 2.718 0.901 -0.3998
C -0.951 0.876 -0.690 -0.2396
H -4.721 1.182 -1.462 0.2160
H 4.678 -1.500 2.631 0.2265
C 3.574 -1.529 2.500 -0.6635
H -3.334 0.531 -3.103 0.2040
H 0.233 0.146 -3.027 0.2051
H -2.131 0.845 2.489 0.2175
H -0.974 1.992 2.217 0.2265
```



Run 2
A single C11H15ClSi molecule. Source: the Open Molecules 2025 dataset; level of theory: ωB97M-V/def2-TZVPD.

Properties
SMILES: C=C[Si@](Cl)(c1ccccc1)C(C)C
HOMO level: -9.332 eV
E_LUMO: 0.84 eV
Orbital gap: 10.17 eV

```
28
Properties=species:S:1:pos:R:3:nbo_charge:R:1
H -3.722 0.077 -0.032 0.2092
H -3.391 -1.159 -1.154 0.2066
H -1.830 -1.719 2.016 0.2168
C -3.325 -0.179 -1.015 -0.6076
H -1.320 0.100 -2.034 0.2145
C 3.979 0.128 -0.248 -0.2045
C 2.028 -0.756 0.949 -0.1762
C 1.162 -0.440 -0.112 -0.5027
H 5.069 0.236 -0.098 0.2231
H 4.125 -0.534 1.798 0.2175
Si -0.637 -0.970 0.099 1.5500
C -1.125 -0.816 1.903 -0.6743
C -1.565 1.674 -0.800 -0.6144
Cl -1.048 -2.859 -0.388 -0.3579
H -3.565 0.434 -1.900 0.2137
H 1.138 0.149 -2.221 0.2068
C 1.782 0.039 -1.262 -0.1732
C 3.410 -0.423 0.914 -0.2164
C -1.823 0.177 -0.997 -0.6040
H -0.419 0.960 2.506 0.1811
H 3.557 0.378 -2.332 0.2098
C 3.181 0.132 -1.412 -0.2135
H -1.227 1.852 0.155 0.2009
H -2.560 2.086 -0.915 0.2049
H -0.954 2.227 -1.593 0.2116
H 1.502 -1.220 1.687 0.2082
H -1.424 0.253 3.696 0.1889
C -0.994 0.172 2.790 -0.3189
```



Stability check: which of them is most stable? run 2.



Run 1
A single C3H3NO3S molecule. Source: the Open Molecules 2025 dataset; level of theory: ωB97M-V/def2-TZVPD.

Properties
HOMO level: -9.561 eV
E_LUMO: 0.00 eV
Orbital gap: 9.56 eV

```
11
Properties=species:S:1:pos:R:3:nbo_charge:R:1
N -0.485 0.370 1.362 -0.7874
C -1.420 -0.273 1.752 0.9141
H 2.039 2.156 -0.277 0.2421
H 0.324 2.611 0.244 0.2419
O -0.259 -0.416 -1.069 -0.7224
H -0.551 -1.875 -2.376 0.1024
C 1.098 1.877 0.154 -0.7987
O -2.361 -0.738 2.222 -0.4520
O 0.764 -2.391 -0.923 -0.6239
C 0.012 -1.620 -1.455 0.6381
S 0.839 0.298 0.366 1.2458
```



Run 2
A single C3H3NO3S molecule. Source: the Open Molecules 2025 dataset; level of theory: ωB97M-V/def2-TZVPD.

Properties
SMILES: C=NOC(=O)C(O)=S
HOMO level: -9.438 eV
E_LUMO: -0.76 eV
Orbital gap: 8.68 eV

```
11
Properties=species:S:1:pos:R:3:nbo_charge:R:1
H 2.193 -1.826 0.200 0.1905
C -1.806 0.155 -0.030 0.1178
O -0.145 1.902 -0.351 -0.5035
H 3.655 -0.611 0.135 0.2054
C -0.381 0.735 -0.200 0.7022
N 1.835 0.173 -0.086 -0.0954
S -2.263 -1.402 -0.200 -0.0256
O 0.495 -0.256 -0.121 -0.3805
C 2.573 -0.827 0.109 -0.0959
H -3.522 0.790 0.287 0.4993
O -2.634 1.168 0.255 -0.6143
```



Run 3
2 unconnected molecules or ions with the total composition C3H3NO3S. Source: the Open Molecules 2025 dataset; level of theory: ωB97M-V/def2-TZVPD.

Properties
HOMO level: -10.702 eV
E_LUMO: -1.23 eV
Orbital gap: 9.47 eV

```
11
Properties=species:S:1:pos:R:3:nbo_charge:R:1
H 0.148 0.067 -1.436 0.4084
O 1.791 1.490 0.725 -0.5480
C 0.437 -0.438 0.769 -0.2551
O -1.968 0.971 -0.953 -0.8432
S -1.914 0.027 0.119 1.6766
N 0.819 0.761 -1.123 -0.7925
C 1.117 0.708 0.179 0.6053
C 0.231 -1.378 1.502 -0.0347
H 1.375 1.414 -1.584 0.4135
H -0.072 -2.241 1.964 0.2316
O -1.964 -1.381 -0.161 -0.8619
```



Stability check: which of them is most stable? run 2.



Run 1
2 unconnected molecules or ions with the total composition C11H14N2O. Source: the Open Molecules 2025 dataset; level of theory: ωB97M-V/def2-TZVPD.

Properties
SMILES: Cc1ccc(O)cc1.Cc1c[nH]cn1
HOMO level: -8.456 eV
E_LUMO: 0.69 eV
Orbital gap: 9.14 eV

```
28
Properties=species:S:1:pos:R:3:nbo_charge:R:1
N -0.343 2.719 -1.232 -0.5139
H 1.053 1.047 1.956 0.4710
H -3.287 3.895 1.509 0.2157
H -3.597 2.272 1.424 0.2210
H 3.508 -0.969 1.684 0.2352
H -4.287 3.210 0.193 0.2361
C 2.646 -1.350 1.152 -0.2584
C 1.492 -0.591 1.029 0.2868
H 1.929 -5.110 -0.279 0.2151
H -0.649 -2.572 -0.519 0.2084
H 0.355 -4.924 -0.803 0.2270
C -1.334 2.889 -2.169 0.1500
N -2.468 3.090 -1.526 -0.4573
C 0.290 -2.317 -0.024 -0.1669
C -3.350 3.082 0.745 -0.6512
C 0.265 -1.082 0.599 -0.2881
H 1.644 -4.298 -1.873 0.2220
C -0.874 2.921 0.025 -0.1184
O 1.738 0.768 1.343 -0.7055
C 1.287 -4.398 -0.843 -0.6299
C -2.238 3.065 -0.206 0.0868
H 0.647 2.530 -1.246 0.4221
H 3.461 -3.197 0.478 0.2040
C 2.587 -2.541 0.434 -0.1853
H -0.579 -0.414 0.630 0.2250
H -0.219 2.765 0.862 0.2061
C 1.453 -3.088 -0.149 -0.0593
H -1.130 2.601 -3.191 0.2020
```



Run 2
2 unconnected molecules or ions with the total composition C11H14N2O. Source: the Open Molecules 2025 dataset; level of theory: ωB97M-V/def2-TZVPD.

Properties
SMILES: Cc1ccc(O)cc1.Cc1c[nH]cn1
HOMO level: -8.213 eV
E_LUMO: 0.65 eV
Orbital gap: 8.86 eV

```
28
Properties=species:S:1:pos:R:3:nbo_charge:R:1
C 1.394 -3.510 -1.633 -0.2676
H 4.099 -2.427 -0.471 0.4760
H -0.754 -4.191 -2.008 0.2150
C 0.610 1.497 2.195 0.1616
C 0.113 3.681 2.150 -0.1458
N -0.784 1.532 2.106 -0.4705
C -0.025 -3.279 -1.816 -0.1788
H -2.072 -0.883 -2.374 0.2152
H 0.224 4.755 2.200 0.2173
H 0.001 0.113 -1.397 0.2149
C 0.462 -0.819 -1.505 -0.1805
C -0.459 -2.003 -1.698 -0.0510
O 3.513 -2.933 -1.049 -0.7044
N 1.207 2.737 2.229 -0.5478
H 1.522 -4.584 -1.808 0.2331
H 1.213 0.508 2.046 0.2103
C -2.477 3.456 1.772 -0.6416
C 1.810 -1.035 -1.231 -0.2543
H -2.796 2.717 1.024 0.2387
H -3.017 3.751 2.565 0.2196
H 2.461 -0.340 -0.972 0.2034
H -2.412 4.404 1.189 0.2127
C -1.978 -1.862 -1.788 -0.6432
H -2.571 -2.016 -0.869 0.2285
C -1.087 2.897 2.106 0.1202
H -2.512 -2.620 -2.441 0.2130
H 2.136 2.927 2.624 0.4262
C 2.179 -2.471 -1.147 0.2799
```



Stability check: which of them is most stable? run 1.